Record 1
A structure of composition C4H12N2O at a distorted geometry. Source: the Open Molecules 2025 dataset; level of theory: ωB97M-V/def2-TZVPD.

Structure (XYZ):
```
19
Properties=species:S:1:pos:R:3
C -2.00 -0.33 0.62
C 0.82 0.36 1.19
C 1.25 0.57 -1.20
C -1.09 0.60 -0.28
N 0.35 -1.72 -0.12
N 0.30 0.15 -0.12
O 0.02 -2.06 -1.18
H -1.85 0.00 1.67
H -2.96 0.02 0.43
H -1.90 -1.39 0.34
H 0.42 -0.23 2.03
H 1.87 0.11 1.09
H 0.87 1.42 1.33
H 2.27 0.19 -1.17
H 0.94 0.01 -2.10
H 1.24 1.65 -1.14
H -1.20 1.59 -0.04
H -1.21 0.58 -1.39
H 1.87 -1.52 0.05
```

The calculation puts the calculated total energy at -9364.39287 eV. Its HOMO energy is -0.2724 Eh. The gap between HOMO and LUMO comes out at 8.21 eV. The lowest unoccupied orbital energy is 0.8006 eV. The value obtained for the max |F| is 3.826 eV Å⁻¹. The value obtained for the energy above the lowest of the compared OMol25 structures with the same formula, charge and spin is 156.8 kcal/mol.



Record 2
The molecule C4H6S2 at a distorted geometry. Source: the Open Molecules 2025 dataset; level of theory: ωB97M-V/def2-TZVPD.

Structure (XYZ):
```
12
Properties=species:S:1:pos:R:3
C -2.45 -0.80 -0.60
C -1.33 -0.10 -0.20
S -0.17 1.19 -0.91
C 1.12 1.14 0.34
C 1.86 -0.25 0.34
S 3.23 -0.30 -0.84
H -2.40 -1.34 -1.63
H -2.99 -1.46 -0.04
H -1.08 -0.10 0.80
H 1.92 1.93 0.17
H 0.65 1.33 1.39
H 1.64 -1.24 1.18
```

The calculation puts the calculated total energy at -25911.17925 eV. Its HOMO energy is -0.3236 Eh. The structure (SMILES) is C=CSCC=S. The gap between HOMO and LUMO comes out at 7.70 eV. The lowest unoccupied orbital energy is -1.1082 eV. The value obtained for the max |F| is 6.067 eV Å⁻¹. The value obtained for the energy above the lowest of the compared OMol25 structures with the same formula, charge and spin is 94.8 kcal/mol.



Record 3
The molecule C2H4N2O3 at a distorted geometry. Source: the Open Molecules 2025 dataset; level of theory: ωB97M-V/def2-TZVPD.

Structure (XYZ):
```
11
Properties=species:S:1:pos:R:3
C 1.85 -0.29 -0.09
C -0.87 -0.04 -0.52
N 2.00 0.87 0.51
N 0.45 0.44 -0.86
O 2.48 -1.31 -0.18
O 0.83 1.56 0.04
O -0.98 -0.59 0.78
H -1.03 -0.61 -1.42
H -1.67 0.68 -0.36
H 2.36 1.33 1.32
H -0.23 -1.27 0.81
```

The calculation puts the calculated total energy at -11252.14920 eV. Its HOMO energy (alpha / beta) is -0.2022 / -0.3691 Eh. The gap between HOMO and LUMO (alpha / beta) comes out at 6.28 / 7.32 eV. The lowest unoccupied orbital energy (alpha / beta) is 0.7775 / -2.7277 eV. Its multiplicity is 3. The value obtained for the max |F| is 4.122 eV Å⁻¹. The value obtained for the energy above the lowest of the compared OMol25 structures with the same formula, charge and spin is 121.7 kcal/mol.



Record 4
A structure of composition C3H4O2 at a distorted geometry. Source: the Open Molecules 2025 dataset; level of theory: ωB97M-V/def2-TZVPD.

Structure (XYZ):
```
9
Properties=species:S:1:pos:R:3
C 0.32 -0.79 -0.50
C -0.90 0.14 0.65
C 0.17 1.08 0.34
O -1.83 -0.34 1.13
O 0.01 1.92 -0.56
H 0.93 1.13 1.13
H -0.33 -0.79 -1.37
H 1.34 -0.59 -0.82
H 0.30 -1.76 0.00
```

The calculation puts the calculated total energy at -7267.46051 eV. Its HOMO energy is -0.3388 Eh. The gap between HOMO and LUMO comes out at 9.58 eV. The lowest unoccupied orbital energy is 0.3656 eV. The value obtained for the max |F| is 3.121 eV Å⁻¹. The value obtained for the energy above the lowest of the compared OMol25 structures with the same formula, charge and spin is 74.4 kcal/mol.



Record 5
A structure of composition C39H28F3N2O2Pb. Source: the Open Molecules 2025 dataset; level of theory: ωB97M-V/def2-TZVPD.

Structure (XYZ):
```
75
Properties=species:S:1:pos:R:3
Pb -0.10 1.01 -2.60
C 4.05 0.69 -0.64
C 4.36 1.98 -0.24
C 3.39 2.97 -0.32
C 2.11 2.68 -0.83
C 1.80 1.39 -1.28
C 2.79 0.41 -1.16
C 1.06 3.74 -0.80
C 1.36 5.11 -0.58
C 0.37 6.04 -0.52
C -0.98 5.63 -0.68
C -2.08 6.52 -0.61
C -3.35 6.05 -0.77
C -3.58 4.68 -1.01
C -2.54 3.80 -1.08
C -1.21 4.26 -0.92
N -0.19 3.36 -0.98
H 4.79 -0.10 -0.56
H 5.34 2.21 0.16
H 3.64 3.96 0.04
H 2.56 -0.60 -1.48
H 2.39 5.43 -0.47
H 0.59 7.08 -0.36
H -1.89 7.58 -0.43
H -4.19 6.74 -0.72
H -4.59 4.32 -1.13
H -2.69 2.73 -1.25
C 1.07 2.68 4.49
C 0.25 1.45 4.16
C -0.24 0.66 5.19
C -1.02 -0.45 4.90
C -1.31 -0.78 3.59
C -0.80 -0.01 2.54
N -1.10 -0.29 1.21
C -1.60 -1.48 0.67
C -1.24 -2.72 1.19
C -1.73 -3.90 0.65
C -2.59 -3.86 -0.45
C -2.92 -2.63 -0.99
C -2.42 -1.44 -0.47
C -2.81 -0.16 -1.18
O -3.88 -0.13 -1.79
O -1.97 0.84 -1.13
C -0.02 1.12 2.83
C 0.50 1.96 1.69
H 1.09 2.84 5.57
H 0.65 3.57 4.02
H 2.10 2.58 4.14
H -0.02 0.92 6.22
H -1.42 -1.05 5.71
H -1.96 -1.62 3.38
H -1.17 0.49 0.56
H -0.55 -2.76 2.03
H -1.43 -4.85 1.07
H -2.98 -4.77 -0.87
H -3.57 -2.56 -1.85
H 0.78 1.34 0.83
H 1.38 2.54 1.98
H -0.27 2.66 1.34
F 2.90 -8.26 -2.98
C 1.63 -8.06 -2.58
F 1.52 -8.65 -1.37
F 0.83 -8.74 -3.42
C 1.29 -6.60 -2.52
C 1.98 -5.79 -1.63
C 1.73 -4.43 -1.59
C 0.78 -3.86 -2.45
C 0.09 -4.69 -3.33
C 0.34 -6.05 -3.37
C 0.52 -2.45 -2.42
C 0.29 -1.26 -2.40
H 2.72 -6.23 -0.97
H 2.25 -3.80 -0.89
H -0.66 -4.25 -3.98
H -0.20 -6.69 -4.06
```

The calculation puts the calculated total energy at -61375.59486 eV. Its HOMO energy is -0.1723 Eh. The gap between HOMO and LUMO comes out at 6.95 eV. The lowest unoccupied orbital energy is 2.2597 eV. As for the net charge: -1. The value obtained for the max |F| is 0.572 eV Å⁻¹.



Record 6
A cluster of 11 separate species, C53H114B4F16N7O7 in total at a distorted geometry. Source: the Open Molecules 2025 dataset; level of theory: ωB97M-V/def2-TZVPD.

Structure (XYZ):
```
201
Properties=species:S:1:pos:R:3
C -5.33 0.13 -4.91
C -5.04 1.27 -3.96
C -3.84 0.98 -3.07
O -2.75 0.57 -3.96
C -1.70 0.05 -3.14
N -4.89 2.58 -4.81
H -5.69 3.06 -5.20
H -4.42 3.32 -4.31
H -4.22 2.46 -5.55
H -4.47 -0.02 -5.57
H -6.21 0.23 -5.54
H -5.42 -0.87 -4.47
H -5.86 1.29 -3.24
H -4.12 0.23 -2.33
H -3.54 1.80 -2.41
H -1.12 -0.69 -3.68
H -2.07 -0.53 -2.29
H -1.03 0.77 -2.67
C 1.08 3.55 -5.03
C 1.33 4.35 -3.77
C 1.20 5.83 -3.83
O 1.61 6.45 -2.62
C 1.28 7.87 -2.57
N 0.30 3.83 -2.68
H -0.66 3.99 -2.94
H 0.56 2.89 -2.43
H 0.29 4.26 -1.76
H 1.12 2.47 -4.88
H 1.80 3.84 -5.79
H 0.07 3.66 -5.44
H 2.25 4.17 -3.21
H 0.21 6.12 -4.18
H 1.98 6.18 -4.51
H 1.74 8.30 -1.68
H 0.19 7.99 -2.58
H 1.64 8.51 -3.38
C 6.63 2.49 -0.36
C 5.89 3.79 0.07
C 6.81 4.54 1.04
C 6.50 5.97 1.28
C 6.41 6.75 -0.07
C 5.37 6.13 -1.11
N 5.61 4.62 -1.16
O 4.86 4.00 -2.19
C 5.43 6.83 -2.53
C 3.95 6.38 -0.43
C 4.55 3.43 0.82
H 6.83 1.85 0.49
H 7.61 2.68 -0.78
H 6.13 1.83 -1.08
H 7.83 4.47 0.67
H 6.81 4.10 2.04
H 7.29 6.42 1.88
H 5.65 6.18 1.93
H 7.36 6.76 -0.60
H 6.19 7.81 0.02
H 4.74 6.41 -3.27
H 6.44 6.82 -2.93
H 5.33 7.91 -2.57
H 3.15 5.83 -0.93
H 3.74 7.43 -0.57
H 4.04 6.13 0.63
H 4.10 4.29 1.31
H 4.68 2.73 1.65
H 3.78 2.99 0.19
C -4.08 3.00 3.06
C -4.38 4.44 2.53
C -3.37 4.84 1.44
C -3.58 4.10 0.08
C -5.03 4.27 -0.44
C -6.22 3.94 0.60
N -5.87 4.51 2.03
O -6.90 4.42 2.95
C -6.42 2.42 0.60
C -7.48 4.60 0.02
C -4.22 5.45 3.65
H -3.09 2.87 3.50
H -4.10 2.34 2.19
H -4.68 2.66 3.90
H -2.39 4.63 1.88
H -3.33 5.88 1.12
H -3.29 3.07 0.30
H -2.80 4.35 -0.64
H -5.20 3.71 -1.36
H -5.17 5.32 -0.70
H -6.73 1.98 -0.34
H -7.15 2.10 1.34
H -5.59 1.76 0.86
H -7.58 4.49 -1.06
H -7.41 5.64 0.31
H -8.32 4.21 0.60
H -3.26 5.46 4.16
H -4.84 5.26 4.53
H -4.38 6.44 3.23
C -0.77 -9.22 3.51
C -2.27 -9.51 3.16
C -3.08 -8.34 3.81
C -2.96 -6.97 3.11
C -3.38 -7.09 1.61
C -2.46 -8.03 0.88
N -2.41 -9.37 1.68
O -1.91 -10.44 0.94
C -1.04 -7.42 0.74
C -3.11 -8.44 -0.50
C -2.71 -10.88 3.57
H -0.54 -9.61 4.50
H -0.50 -8.17 3.38
H -0.03 -9.73 2.90
H -2.85 -8.38 4.87
H -4.11 -8.69 3.78
H -1.99 -6.50 3.28
H -3.63 -6.31 3.66
H -3.53 -6.12 1.14
H -4.38 -7.53 1.55
H -0.67 -6.73 1.50
H -0.99 -6.78 -0.14
H -0.25 -8.17 0.71
H -3.30 -7.49 -0.99
H -4.02 -9.04 -0.41
H -2.37 -9.02 -1.06
H -3.72 -11.11 3.22
H -2.64 -10.91 4.65
H -2.08 -11.70 3.22
C -0.49 1.60 0.83
C 0.18 0.78 2.01
C -0.18 1.46 3.42
C 0.22 0.62 4.64
C -0.35 -0.77 4.60
C 0.04 -1.57 3.36
N -0.28 -0.68 2.10
O -0.25 -1.39 0.91
C -0.87 -2.87 3.33
C 1.47 -1.98 3.29
C 1.79 0.89 1.86
H -0.05 2.60 0.84
H -1.53 1.72 1.12
H -0.46 1.09 -0.14
H -1.25 1.63 3.35
H 0.25 2.46 3.56
H -0.16 1.19 5.48
H 1.31 0.56 4.73
H -1.43 -0.61 4.65
H -0.15 -1.45 5.43
H -0.88 -3.24 2.31
H -1.89 -2.53 3.56
H -0.61 -3.72 3.96
H 1.60 -2.91 3.85
H 2.21 -1.31 3.72
H 1.69 -2.26 2.27
H 1.92 1.92 1.54
H 2.14 0.15 1.13
H 2.37 0.65 2.75
C 4.97 -5.05 -0.69
C 4.47 -3.77 -1.29
C 4.94 -3.84 -2.81
C 4.04 -4.67 -3.69
C 2.61 -4.11 -3.66
C 1.93 -4.19 -2.26
N 2.88 -3.65 -1.19
O 2.43 -3.18 -0.02
C 1.55 -5.61 -1.96
C 0.61 -3.31 -2.31
C 5.09 -2.53 -0.62
H 4.57 -5.29 0.30
H 6.06 -4.99 -0.59
H 4.66 -5.88 -1.33
H 5.95 -4.24 -2.94
H 4.96 -2.84 -3.24
H 4.11 -5.75 -3.54
H 4.41 -4.59 -4.71
H 1.97 -4.63 -4.38
H 2.56 -3.10 -4.04
H 1.15 -5.86 -0.98
H 2.44 -6.24 -1.99
H 0.93 -6.03 -2.75
H -0.13 -3.75 -2.99
H 0.79 -2.34 -2.78
H 0.12 -3.20 -1.35
H 6.14 -2.46 -0.90
H 5.14 -2.75 0.45
H 4.54 -1.65 -0.93
B 1.84 -5.70 2.04
F 0.76 -4.84 1.60
F 2.13 -6.64 1.05
F 2.88 -4.96 2.51
F 1.31 -6.41 3.09
B 0.49 5.39 0.97
F -0.41 5.18 -0.02
F 1.62 4.69 0.70
F 0.81 6.71 1.10
F -0.10 4.83 2.12
B -3.86 -0.47 1.62
F -3.49 -1.78 1.87
F -5.26 -0.34 1.54
F -3.38 0.18 2.73
F -3.36 0.08 0.48
B 2.13 0.55 -2.06
F 1.29 1.59 -1.74
F 3.45 0.74 -1.73
F 1.60 -0.57 -1.38
F 1.94 0.38 -3.39
```

The calculation puts the calculated total energy at -127740.87630 eV. Its HOMO energy is -0.5812 Eh. The gap between HOMO and LUMO comes out at 6.60 eV. The lowest unoccupied orbital energy is -9.2160 eV. As for the net charge: +3. The value obtained for the max |F| is 9.300 eV Å⁻¹.



Record 7
A structure of composition C28H52N2O2PtSi2 at a distorted geometry. Source: the Open Molecules 2025 dataset; level of theory: ωB97M-V/def2-TZVPD.

Structure (XYZ):
```
87
Properties=species:S:1:pos:R:3
O -0.48 -1.14 -3.85
O 0.75 0.76 -4.98
C 0.25 -2.47 -4.18
C -0.55 -3.59 -3.58
H 1.23 -2.33 -3.72
H 0.32 -2.50 -5.28
H -0.65 -3.49 -2.49
H -0.04 -4.55 -3.77
H -1.54 -3.67 -4.05
C -1.87 -0.98 -4.46
C -1.84 -1.16 -5.95
H -2.18 0.02 -4.14
H -2.49 -1.72 -3.96
H -1.08 -0.52 -6.41
H -2.82 -0.87 -6.35
H -1.66 -2.21 -6.24
C 0.29 2.13 -4.88
C 2.04 0.59 -5.61
C -0.68 2.49 -5.97
H 1.18 2.77 -4.92
H -0.16 2.24 -3.89
H -0.18 2.46 -6.95
H -1.02 3.51 -5.81
H -1.55 1.83 -5.99
C 1.99 0.75 -7.11
H 2.40 -0.40 -5.32
H 2.73 1.33 -5.16
H 1.17 0.20 -7.56
H 2.93 0.37 -7.53
H 1.91 1.81 -7.39
H 0.08 -0.34 -4.22
Pt 0.24 -0.15 0.12
C 1.43 0.11 -1.51
Si 3.25 0.46 -1.09
H 1.37 -0.81 -2.11
H 1.00 0.92 -2.11
C 4.30 -0.66 -2.19
C 3.75 0.23 0.69
C 3.57 2.24 -1.61
C -1.68 -0.87 -0.40
Si -3.29 0.11 -0.49
H -1.77 -1.75 0.27
H -1.48 -1.31 -1.41
C -4.47 -0.73 -1.70
C -2.87 1.78 -1.22
C -4.18 0.28 1.15
H 3.00 2.49 -2.52
H 4.65 2.37 -1.82
H 3.28 2.93 -0.81
H 4.01 -1.72 -2.04
H 5.36 -0.55 -1.93
H 4.16 -0.41 -3.25
H 3.25 -0.64 1.14
H 3.49 1.12 1.28
H 4.84 0.08 0.74
H -3.29 1.88 -2.23
H -1.78 1.91 -1.28
H -3.27 2.60 -0.60
H -5.10 0.88 1.01
H -3.56 0.77 1.91
H -4.49 -0.70 1.54
H -5.48 -0.34 -1.58
H -4.50 -1.82 -1.53
H -4.17 -0.56 -2.75
C -1.03 3.67 3.91
C -0.91 3.63 2.51
C -0.59 2.43 1.86
C -0.45 1.28 2.65
C -0.62 1.30 4.04
C -0.89 2.51 4.67
N -0.08 0.04 2.07
N 0.08 -0.92 2.94
C 0.51 -2.07 2.31
C 0.62 -3.31 2.99
C 0.95 -4.44 2.26
C 1.19 -4.35 0.88
C 1.11 -3.11 0.21
C 0.75 -1.98 0.93
H -1.24 4.63 4.40
H -1.07 4.54 1.92
H -0.43 2.36 0.78
H -0.52 0.35 4.58
H -0.99 2.53 5.76
H 0.40 -3.33 4.05
H 1.02 -5.41 2.75
H 1.44 -5.25 0.30
H 1.31 -2.99 -0.86
```

The calculation puts the calculated total energy at -55951.90791 eV. Its HOMO energy (alpha / beta) is -0.1647 / -0.2394 Eh. The gap between HOMO and LUMO (alpha / beta) comes out at 4.30 / 6.33 eV. The lowest unoccupied orbital energy (alpha / beta) is -0.1855 / -0.1863 eV. Its multiplicity is 3. The value obtained for the max |F| is 1.908 eV Å⁻¹. The value obtained for the energy above the lowest of the compared OMol25 structures with the same formula, charge and spin is 0.0 kcal/mol.



Record 8
The ion C6H13N2 with charge +1 at a distorted geometry. Source: the Open Molecules 2025 dataset; level of theory: ωB97M-V/def2-TZVPD.

Structure (XYZ):
```
21
Properties=species:S:1:pos:R:3
C -3.85 -0.31 0.04
C -2.55 -0.07 -0.42
C -0.09 0.38 0.33
C 2.28 0.46 -0.22
C -1.37 -0.23 0.30
C 1.07 -0.54 -0.06
N 1.50 -1.63 0.73
N 2.09 1.67 -0.95
H -4.76 0.02 -0.23
H -4.00 -0.80 1.04
H -2.54 0.29 -1.46
H -0.01 1.15 -0.52
H 0.07 0.79 1.30
H 2.53 0.74 0.84
H 3.00 -0.15 -0.63
H -1.60 -0.80 1.29
H 0.78 -1.11 -1.04
H 1.35 -1.54 1.69
H 1.18 -2.53 0.45
H 2.50 1.67 -1.91
H 2.43 2.55 -0.58
```

The calculation puts the calculated total energy at -9402.66384 eV. Its HOMO energy is -0.4617 Eh. The gap between HOMO and LUMO comes out at 5.99 eV. The lowest unoccupied orbital energy is -6.5775 eV. As for the net charge: +1. The value obtained for the max |F| is 6.296 eV Å⁻¹. The value obtained for the energy above the lowest of the compared OMol25 structures with the same formula, charge and spin is 96.9 kcal/mol.